C20H35N3S2SbTl | ωB97M-V/def2-TZVPD

Computed properties:
Kohn-Sham gap in Eh: 0.24147
Charge: +2
Highest occupied orbital energy in eV: -13.952
LUMO energy in hartree: -0.271

Atoms and positions in Å:
1 Tl 1.555 0.637 -0.020
2 C 4.497 1.300 -4.970
3 S 3.567 -0.139 -4.373
4 C 2.796 0.598 -2.972
5 S 3.474 0.010 -1.444
6 N 1.866 1.463 -3.140
7 N 1.362 1.959 -1.960
8 C 1.176 3.211 -1.856
9 C 0.833 3.752 -0.529
10 C 0.524 5.087 -0.358
11 C 0.244 5.555 0.921
12 C 0.280 4.667 1.981
13 C 0.601 3.341 1.729
14 N 0.874 2.889 0.506
15 H 5.059 0.938 -5.828
16 H 5.194 1.647 -4.211
17 H 3.820 2.088 -5.286
18 H 1.325 3.878 -2.701
19 H 0.505 5.748 -1.214
20 H 0.006 6.597 1.082
21 H 0.079 4.988 2.993
22 H 0.652 2.625 2.538
23 C 0.326 -1.589 3.500
24 C -0.960 -1.199 2.780
25 C -1.433 0.179 3.228
26 C -2.057 -2.234 3.034
27 Sb -0.529 -1.114 0.631
28 C 0.359 -2.988 -0.101
29 C -0.481 -4.157 0.409
30 C 0.390 -2.970 -1.626
31 C 1.782 -3.067 0.446
32 C -2.180 -0.292 -0.555
33 C -2.320 1.185 -0.194
34 C -1.843 -0.425 -2.037
35 C -3.448 -1.068 -0.208
36 H 0.136 -1.558 4.576
37 H 1.151 -0.901 3.297
38 H 0.645 -2.603 3.261
39 H -1.586 0.152 4.311
40 H -2.384 0.461 2.776
41 H -0.697 0.958 3.023
42 H -2.249 -2.253 4.110
43 H -1.768 -3.241 2.741
44 H -2.996 -1.981 2.544
45 H -1.532 -4.084 0.124
46 H -0.411 -4.273 1.490
47 H -0.086 -5.073 -0.037
48 H -0.601 -3.088 -2.061
49 H 0.991 -3.822 -1.956
50 H 0.858 -2.071 -2.036
51 H 1.834 -2.992 1.532
52 H 2.438 -2.316 0.002
53 H 2.192 -4.043 0.170
54 H -1.434 1.758 -0.477
55 H -2.523 1.352 0.863
56 H -3.164 1.591 -0.757
57 H -0.882 0.027 -2.298
58 H -2.612 0.108 -2.602
59 H -1.850 -1.457 -2.378
60 H -3.763 -0.905 0.823
61 H -3.349 -2.140 -0.383
62 H -4.255 -0.708 -0.852

***

C20H36F6Na3O24S2 | ωB97M-V/def2-TZVPD

Computed properties:
Multiplicity: 2
Kohn-Sham gap (alpha / beta) in Eh: 0.23348 / 0.14569
Charge: +2
Highest occupied orbital energy (alpha / beta) in eV: -13.519 / -13.519
LUMO energy (alpha / beta) in hartree: -0.263 / -0.351

Atoms and positions in Å:
1 Na -3.524 -4.449 0.915
2 Na -4.717 -0.978 4.587
3 Na -0.433 -3.445 5.351
4 C -0.672 -0.401 1.140
5 F -0.146 0.706 1.645
6 F -1.651 0.045 0.308
7 F 0.213 -1.022 0.385
8 S -1.504 -1.587 2.408
9 O -0.501 -2.233 3.270
10 O -2.478 -0.792 3.239
11 O -2.222 -2.480 1.546
12 C -3.152 3.575 1.707
13 F -2.277 4.449 1.117
14 F -2.702 2.385 1.811
15 F -3.444 4.114 2.868
16 S -4.727 3.626 0.578
17 O -4.128 3.634 -0.776
18 O -5.379 2.323 0.774
19 O -5.543 4.839 0.974
20 C 3.167 1.536 2.383
21 O 4.459 1.456 3.028
22 C 4.591 2.003 4.276
23 O 3.745 2.584 4.935
24 O 5.878 1.964 4.557
25 C 6.346 2.375 5.794
26 H 3.235 0.933 1.477
27 H 2.757 2.533 2.222
28 H 2.436 1.001 2.989
29 H 7.283 1.864 6.011
30 H 5.567 2.288 6.552
31 H 6.458 3.458 5.846
32 C 2.621 1.147 -1.060
33 O 1.789 0.780 -2.134
34 C 2.294 0.763 -3.355
35 O 3.428 1.108 -3.662
36 O 1.511 0.060 -4.100
37 C 1.768 -0.152 -5.427
38 H 2.799 2.223 -1.046
39 H 3.570 0.613 -1.021
40 H 1.939 0.852 -0.262
41 H 2.739 0.236 -5.734
42 H 1.039 0.393 -6.028
43 H 1.789 -1.225 -5.620
44 C -1.050 6.336 -2.328
45 O -0.919 4.979 -1.976
46 C -1.635 4.012 -2.592
47 O -2.616 4.190 -3.310
48 O -1.010 2.854 -2.184
49 C -1.773 1.677 -2.410
50 H -0.850 6.585 -3.370
51 H -0.421 6.926 -1.660
52 H -2.078 6.599 -2.078
53 H -1.263 0.742 -2.179
54 H -2.256 1.545 -3.378
55 H -2.574 1.679 -1.671
56 C -0.392 1.324 5.508
57 O 0.943 0.899 5.498
58 C 1.272 -0.402 5.563
59 O 0.545 -1.333 5.975
60 O 2.462 -0.391 5.075
61 C 3.109 -1.589 4.681
62 H -1.081 0.663 4.983
63 H -0.481 2.219 4.893
64 H -0.724 1.532 6.525
65 H 4.111 -1.474 4.267
66 H 2.384 -2.167 4.108
67 H 3.341 -2.135 5.596
68 C 2.469 -5.007 -5.937
69 O 1.636 -4.730 -4.818
70 C 1.759 -3.626 -4.035
71 O 2.730 -2.843 -4.076
72 O 0.799 -3.706 -3.109
73 C 0.690 -2.888 -2.038
74 H 3.019 -5.940 -5.813
75 H 3.204 -4.268 -6.257
76 H 1.837 -5.083 -6.822
77 H 0.874 -1.880 -2.411
78 H 1.534 -3.096 -1.381
79 H -0.333 -2.949 -1.667
80 C -4.879 -5.591 -3.497
81 O -4.992 -4.174 -3.440
82 C -4.336 -3.601 -2.429
83 O -4.025 -4.057 -1.369
84 O -4.201 -2.249 -2.665
85 C -3.671 -1.368 -1.651
86 H -5.390 -5.989 -4.374
87 H -5.575 -6.004 -2.767
88 H -3.855 -5.958 -3.422
89 H -4.071 -1.613 -0.667
90 H -3.910 -0.306 -1.703
91 H -2.584 -1.447 -1.653

***

C20H36N5O2PdSi | ωB97M-V/def2-TZVPD

Computed properties:
Multiplicity: 3
Kohn-Sham gap (alpha / beta) in Eh: 0.23933 / 0.14918
Charge: -1
Highest occupied orbital energy (alpha / beta) in eV: -3.650 / -3.512
LUMO energy (alpha / beta) in hartree: 0.105 / 0.020
Relative energy (zero: lowest compared OMol25 entry of this formula, charge and spin) in kcal per mole: 4.9

Atoms and positions in Å:
1 Pd -0.199 -0.072 0.406
2 C -0.447 -3.656 2.821
3 C 0.230 -3.663 1.485
4 C 0.763 -4.841 0.984
5 C 1.351 -4.831 -0.279
6 C 1.380 -3.671 -1.001
7 C 0.810 -2.503 -0.443
8 N 0.268 -2.529 0.796
9 N 0.741 -1.331 -1.058
10 Si 0.583 -0.952 -2.709
11 C 0.294 -2.434 -3.911
12 C -1.051 0.061 -2.828
13 C 2.186 -0.129 -3.359
14 H -0.489 -4.660 3.242
15 H -1.454 -3.256 2.721
16 H 0.080 -3.000 3.507
17 H 0.721 -5.751 1.562
18 H 1.782 -5.739 -0.681
19 H 1.818 -3.616 -1.983
20 H -0.413 -3.151 -3.501
21 H 1.217 -2.964 -4.122
22 H -0.103 -2.091 -4.864
23 H -1.867 -0.543 -3.221
24 H -0.947 0.932 -3.471
25 H -1.333 0.413 -1.822
26 H 2.983 -0.864 -3.437
27 H 2.502 0.644 -2.673
28 H 2.053 0.314 -4.341
29 C 0.837 -0.258 3.795
30 C -0.634 -0.420 3.572
31 C -1.673 -0.606 4.462
32 C -2.845 -0.751 3.688
33 C -2.456 -0.647 2.366
34 C -3.219 -0.693 1.077
35 N -1.122 -0.449 2.311
36 H 1.252 -1.090 4.372
37 H 1.067 0.666 4.335
38 H 1.326 -0.225 2.812
39 H -1.603 -0.644 5.537
40 H -3.844 -0.913 4.058
41 H -4.180 -1.197 1.191
42 H -2.607 -1.223 0.324
43 H -3.390 0.325 0.711
44 N 0.785 1.995 1.513
45 C -0.462 2.372 1.579
46 N -0.850 3.397 2.468
47 O -1.335 1.950 0.778
48 H 1.389 2.430 2.203
49 H 1.057 1.926 -0.270
50 H -0.392 3.372 3.368
51 H -1.852 3.466 2.566
52 C -0.622 3.615 -1.715
53 C 0.871 3.257 -1.732
54 C 1.645 4.290 -0.898
55 C 1.354 3.309 -3.188
56 O 1.119 1.949 -1.260
57 H -0.756 4.675 -1.925
58 H -1.059 3.381 -0.748
59 H -1.150 3.038 -2.469
60 H 1.535 5.280 -1.338
61 H 2.704 4.034 -0.863
62 H 1.263 4.316 0.119
63 H 1.007 4.227 -3.658
64 H 0.940 2.458 -3.722
65 H 2.441 3.266 -3.239

***

C20H36NO2P3SSn | ωB97M-V/def2-TZVPD

Computed properties:
Kohn-Sham gap (alpha / beta) in Eh: 0.16292 / 0.13698
Charge: +4
Highest occupied orbital energy (alpha / beta) in eV: -18.874 / -18.876
LUMO energy (alpha / beta) in hartree: -0.531 / -0.557
Relative energy (zero: lowest compared OMol25 entry of this formula, charge and spin) in kcal per mole: 53.6

Atoms and positions in Å:
1 P 3.187 -0.847 0.194
2 C 3.984 -1.068 1.827
3 H 4.919 -1.642 1.699
4 H 3.256 -1.583 2.477
5 H 4.159 -0.068 2.257
6 C 3.727 -2.341 -0.730
7 H 3.617 -2.156 -1.812
8 H 3.031 -3.151 -0.456
9 H 4.767 -2.567 -0.433
10 C 4.335 0.379 -0.578
11 H 5.346 -0.073 -0.606
12 H 4.309 1.303 0.023
13 H 3.983 0.622 -1.596
14 P -0.884 3.143 -0.290
15 C -1.041 4.178 1.190
16 H -1.492 5.146 0.918
17 H -0.050 4.316 1.644
18 H -1.668 3.649 1.922
19 C 0.096 4.204 -1.423
20 H 0.066 3.799 -2.452
21 H 1.146 4.192 -1.077
22 H -0.329 5.230 -1.375
23 C -2.552 3.280 -1.049
24 H -2.755 4.357 -1.216
25 H -3.290 2.835 -0.359
26 H -2.595 2.729 -2.007
27 P -2.411 -2.317 0.538
28 C -3.287 -2.863 1.990
29 H -3.938 -3.688 1.666
30 H -3.862 -2.022 2.391
31 H -2.565 -3.180 2.748
32 C -3.655 -2.180 -0.775
33 H -4.385 -2.988 -0.567
34 H -3.192 -2.308 -1.771
35 H -4.135 -1.189 -0.733
36 C -1.411 -3.711 -0.063
37 H -2.112 -4.563 -0.162
38 H -0.614 -3.940 0.663
39 H -0.942 -3.497 -1.040
40 Sn -0.042 0.012 -1.570
41 C 0.838 1.443 0.199
42 O 1.548 1.668 1.121
43 C -1.672 -0.263 0.473
44 O -2.168 0.665 1.066
45 C -1.297 -0.262 -3.489
46 C -0.616 -1.472 -3.272
47 C 0.775 -1.494 -3.207
48 C 1.509 -0.322 -3.427
49 C 0.846 0.894 -3.647
50 C -0.565 0.942 -3.626
51 H -2.379 -0.242 -3.540
52 H -1.170 -2.399 -3.185
53 H 1.289 -2.437 -3.076
54 H 2.591 -0.373 -3.472
55 H 1.430 1.794 -3.848
56 H -1.090 1.889 -3.757
57 S -0.610 -1.699 4.941
58 C 1.006 -1.123 4.917
59 C 1.133 -0.166 3.903
60 N -0.024 0.050 3.176
61 C -1.026 -0.649 3.639
62 H 1.801 -1.439 5.573
63 H 2.060 0.388 3.680
64 H -2.059 -0.551 3.296